Version A
{"formula": "H5NS", "method": "the ωB97M-V functional and the def2-TZVPD basis", "multiplicity": 1, "smiles": "N.S", "homo_lumo_gap_ev": 10.706, "lumo_energy_ev": 0.80, "symbols": ["N", "H", "H", "H", "S", "H", "H"], "coordinates": [[-1.2343, 1.9538, 1.4467], [-0.5613, 2.0580, 0.6900], [-1.2397, 1.0000, 1.7740], [-0.9339, 2.5788, 2.1836], [0.6082, -1.0054, -0.9449], [0.0384, -1.1584, 0.2555], [1.8068, -1.4444, -0.6227]]}

Version B
{"formula": "H5NS", "method": "the ωB97M-V functional and the def2-TZVPD basis", "multiplicity": 1, "homo_lumo_gap_ev": 2.510, "lumo_energy_ev": -2.45, "symbols": ["S", "H", "N", "H", "H", "H", "H"], "coordinates": [[4.2086, -0.6904, -1.9814], [3.9275, 0.4003, -1.3232], [-1.6976, -0.0139, 0.6685], [-1.1602, -0.8333, 0.4428], [-1.8137, -0.1390, 1.6830], [-1.0261, 0.9244, 0.5518], [-2.4384, 0.3519, -0.0415]]}

Which structure wins on stability? version A wins.

Version A
{"formula": "C4H8N", "method": "the ωB97M-V functional and the def2-TZVPD basis", "multiplicity": 1, "charge": 1, "homo_lumo_gap_ev": 11.852, "lumo_energy_ev": -4.67, "symbols": ["C", "C", "C", "C", "N", "H", "H", "H", "H", "H", "H", "H", "H"], "coordinates": [[0.5235, -1.1332, 0.0993], [1.7966, -0.2163, -0.0365], [0.6905, 0.8624, -0.0070], [-1.8060, -0.0889, 0.0268], [-0.3471, -0.1919, -0.0067], [0.4593, -2.2545, 0.2962], [2.4744, -0.5289, 0.7111], [2.3894, -0.2398, -1.0227], [0.5477, 1.4842, 0.8821], [0.6737, 1.5562, -0.8831], [-2.1976, 0.7931, 0.6931], [-2.2860, -1.0502, 0.3053], [-2.2185, 0.1236, -1.1045]]}

Version B
{"formula": "C4H8N", "method": "the ωB97M-V functional and the def2-TZVPD basis", "multiplicity": 1, "charge": 1, "smiles": "C=[NH+]C(=C)C", "homo_lumo_gap_ev": 9.451, "lumo_energy_ev": -5.44, "symbols": ["C", "N", "C", "C", "C", "H", "H", "H", "H", "H", "H", "H", "H"], "coordinates": [[0.0008, 0.5273, -1.8810], [-0.4488, 0.7198, -0.7084], [-0.1277, 0.0321, 0.5233], [-0.2455, 0.7549, 1.6237], [0.3967, -1.3508, 0.3949], [-0.2875, 1.2080, -2.6722], [0.6408, -0.3207, -2.0662], [-1.0560, 1.5044, -0.6055], [-0.5546, 1.7908, 1.6690], [-0.0595, 0.3618, 2.6138], [0.1288, -1.9500, 1.2559], [0.1227, -1.9395, -0.4850], [1.4899, -1.3381, 0.3378]]}

Which structure wins on stability? version B wins.

Version A
{"formula": "C4H8N", "method": "the ωB97M-V functional and the def2-TZVPD basis", "multiplicity": 1, "charge": 1, "smiles": "C=C/C=C/[NH3+]", "homo_lumo_gap_ev": 10.005, "lumo_energy_ev": -3.95, "symbols": ["C", "C", "C", "C", "N", "H", "H", "H", "H", "H", "H", "H", "H"], "coordinates": [[-1.4369, 0.8909, -2.3466], [-0.4079, 0.2389, -1.8715], [-0.0836, -0.0922, -0.1936], [0.5219, -0.8249, 0.8151], [0.2109, -0.2446, 2.1536], [-2.2903, 1.2410, -1.7637], [-1.4344, 1.2492, -3.4070], [0.2133, -0.2828, -2.4965], [-0.6561, 0.8370, 0.2525], [0.9551, -1.8101, 0.6950], [-0.6506, -0.7639, 2.6137], [-0.1376, 0.7077, 2.0170], [0.9377, -0.4597, 2.8860]]}

Version B
{"formula": "C4H8N", "method": "the ωB97M-V functional and the def2-TZVPD basis", "multiplicity": 1, "charge": 1, "smiles": "CC=C=[NH+]C", "homo_lumo_gap_ev": 10.577, "lumo_energy_ev": -4.99, "symbols": ["C", "C", "C", "N", "C", "H", "H", "H", "H", "H", "H", "H", "H"], "coordinates": [[2.2702, 0.2083, 0.2272], [1.2872, -0.7881, -0.2033], [-0.0096, -0.6245, 0.0453], [-1.2846, -0.3780, 0.3682], [-2.3476, 0.1974, -0.4118], [2.9138, 0.5242, -0.6054], [1.7619, 1.1347, 0.7636], [3.0200, -0.2880, 0.8667], [1.6542, -1.6490, -0.6922], [-1.5042, -0.3802, 1.3217], [-3.1022, -0.4671, -0.6084], [-2.8204, 1.0226, 0.0629], [-2.1254, 0.7055, -1.3494]]}

Version C
{"formula": "C4H8N", "method": "the ωB97M-V functional and the def2-TZVPD basis", "multiplicity": 1, "charge": 1, "smiles": "C=[NH+]C(=C)C", "homo_lumo_gap_ev": 9.413, "lumo_energy_ev": -5.46, "symbols": ["C", "N", "C", "C", "C", "H", "H", "H", "H", "H", "H", "H", "H"], "coordinates": [[-0.4603, 1.5929, 0.9551], [0.1602, 0.4958, 0.8482], [-0.0093, -0.3676, -0.3060], [-1.2039, -0.6454, -0.7658], [1.2678, -1.0000, -0.8063], [-0.4570, 2.2768, 1.7980], [-1.2958, 1.8524, 0.3204], [0.8323, 0.2898, 1.5856], [-2.1718, -0.4362, -0.3370], [-1.2071, -1.2594, -1.6577], [2.1770, -0.6082, -0.3602], [1.3192, -2.0747, -0.6401], [1.2181, -0.8507, -1.8777]]}

Which structure wins on stability? version C wins.

Version A
{"formula": "C4H8N", "method": "the ωB97M-V functional and the def2-TZVPD basis", "multiplicity": 1, "charge": 1, "smiles": "C[C@]12C[N@H+]1C2", "homo_lumo_gap_ev": 13.084, "lumo_energy_ev": -3.44, "symbols": ["C", "C", "C", "N", "C", "H", "H", "H", "H", "H", "H", "H", "H"], "coordinates": [[0.1542, -0.4819, -1.5281], [0.2475, -0.2080, -0.0806], [-0.5200, -0.7596, 1.0546], [-0.6218, 0.6611, 0.7406], [0.8023, 0.9550, 0.6431], [-0.7945, -0.9484, -1.7796], [0.9491, -1.1697, -1.8149], [0.2831, 0.4331, -2.1079], [-1.3890, -1.3687, 0.8324], [-0.0376, -0.9912, 1.9982], [-1.5184, 1.2301, 0.4098], [1.3576, 0.8214, 1.5662], [1.0876, 1.8267, 0.0661]]}

Version B
{"formula": "C4H8N", "method": "the ωB97M-V functional and the def2-TZVPD basis", "multiplicity": 1, "charge": 1, "homo_lumo_gap_ev": 8.459, "lumo_energy_ev": -7.32, "symbols": ["C", "C", "C", "C", "N", "H", "H", "H", "H", "H", "H", "H", "H"], "coordinates": [[0.9286, 1.0461, 0.4070], [0.7506, -0.7275, -0.9793], [-0.0930, 0.1823, -0.2345], [-1.5912, 0.0760, 0.1255], [1.0934, -0.4334, 0.3460], [1.6265, 1.5641, -0.3527], [0.4925, 1.5547, 1.2449], [0.3259, -1.8084, -1.1698], [1.4347, -0.2250, -1.7124], [-1.6627, 0.3577, 1.1545], [-2.1273, -0.8614, -0.1724], [-2.0871, 0.8050, -0.4512], [0.9091, -1.5301, 1.7945]]}

Which structure wins on stability? version A wins.

Version A
{"formula": "C6H15NO", "method": "the ωB97M-V functional and the def2-TZVPD basis", "multiplicity": 1, "homo_lumo_gap_ev": 4.747, "lumo_energy_ev": -3.16, "symbols": ["C", "O", "C", "C", "C", "C", "C", "N", "H", "H", "H", "H", "H", "H", "H", "H", "H", "H", "H", "H", "H", "H", "H"], "coordinates": [[0.3510, -0.4069, -1.9845], [-2.1683, 0.2977, -1.2353], [0.8354, 0.3034, -1.0107], [0.0839, 1.4284, -0.3431], [-0.3505, 1.1499, 1.0741], [-0.4271, -0.3232, 1.5838], [-1.3463, -1.2676, 0.8388], [3.0789, -0.1896, -0.0371], [-0.7225, -0.3290, -2.2647], [0.9562, -1.1872, -2.4391], [-3.1177, 0.1817, -1.3192], [1.9564, 0.0168, -0.5414], [-0.6868, 1.5106, -1.1329], [0.6628, 2.3550, -0.3238], [0.4556, 1.4931, 1.7397], [-1.2122, 1.6993, 1.4529], [0.6076, -0.6676, 1.6977], [-0.8064, -0.2215, 2.6053], [-1.2634, -1.2515, -0.2368], [-2.3731, -0.9759, 1.0748], [-1.2697, -2.3119, 1.1652], [2.8606, -1.1421, 0.2840], [3.8961, -0.1622, -0.6477]]}

Version B
{"formula": "C6H15NO", "method": "the ωB97M-V functional and the def2-TZVPD basis", "multiplicity": 1, "smiles": "CC/C=C/NCC.O", "homo_lumo_gap_ev": 8.522, "lumo_energy_ev": 0.61, "symbols": ["C", "C", "C", "C", "N", "C", "C", "H", "H", "H", "H", "H", "H", "H", "H", "H", "H", "H", "H", "H", "O", "H", "H"], "coordinates": [[0.5285, 2.5107, -2.3273], [1.3607, 2.3746, -1.0907], [1.3073, 1.0712, -0.3277], [0.9708, 1.1014, 0.9852], [0.5653, -0.0816, 1.6231], [0.7885, -1.4057, 1.0566], [-0.0717, -2.4432, 1.7473], [0.8274, 3.4202, -2.8555], [-0.5161, 2.4140, -2.0105], [0.6978, 1.7480, -3.1243], [2.3994, 2.7642, -1.1336], [1.0453, 3.2055, -0.4013], [1.3285, 0.1694, -0.8978], [0.6756, 1.9922, 1.5232], [0.8882, -0.1172, 2.5814], [1.8853, -1.7017, 1.1415], [0.4301, -1.3365, -0.0274], [0.2421, -2.6778, 2.7648], [-1.1246, -2.1385, 1.7174], [-0.1420, -3.2775, 1.0674], [-4.8625, -2.7477, -0.9735], [-3.9290, -2.6247, -0.7500], [-5.2948, -2.2190, -0.2881]]}

Version C
{"formula": "C6H15NO", "method": "the ωB97M-V functional and the def2-TZVPD basis", "multiplicity": 1, "smiles": "CC[C@@](C)(O)CCN", "homo_lumo_gap_ev": 10.449, "lumo_energy_ev": 0.93, "symbols": ["C", "C", "C", "C", "O", "C", "C", "N", "H", "H", "H", "H", "H", "H", "H", "H", "H", "H", "H", "H", "H", "H", "H"], "coordinates": [[2.8264, -0.4611, 0.0567], [1.6812, 0.4806, 0.4101], [0.2970, -0.0411, -0.0152], [0.2486, -0.3229, -1.5234], [0.0781, -1.2412, 0.6967], [-0.7752, 1.0287, 0.3460], [-2.0728, 0.4346, 0.8974], [-2.6404, -0.5435, -0.0260], [3.7438, -0.1248, 0.5347], [2.9945, -0.4939, -1.0164], [2.5953, -1.4619, 0.4102], [1.6583, 0.6074, 1.4942], [1.8444, 1.4586, -0.0471], [0.9042, -1.1552, -1.7637], [-0.7637, -0.5916, -1.8150], [0.5634, 0.5512, -2.0878], [-0.7895, -1.5691, 0.4214], [-0.9942, 1.6228, -0.5428], [-0.3797, 1.7022, 1.1081], [-2.7650, 1.2627, 1.1234], [-1.8575, -0.0852, 1.8347], [-2.9365, -0.0804, -0.8803], [-3.4609, -0.9769, 0.3844]]}

Which structure wins on stability? version C wins.